18
Properties=species:S:1:pos:R:3 method="wB97M-V/def2-TZVPD" de_lowest_kcal_mol=93.3 charge=0 gap_ev=9.37 homo_energy_ev=-8.583
C -0.35 0.69 -0.03
C -1.17 0.32 1.17
C -1.75 -0.74 0.19
C -1.58 0.35 -0.92
C 0.36 -0.65 -0.17
H 0.61 2.13 -1.16
H 0.14 2.68 0.30
H -0.64 -0.07 2.05
H -1.90 1.10 1.41
H -2.71 -1.25 0.34
H -2.40 1.07 -0.86
H -1.50 0.05 -1.97
H 2.06 -1.75 -0.37
H 2.24 0.87 0.36
N 0.49 1.84 -0.17
N -0.57 -1.61 -0.03
N 1.65 -0.82 -0.49
O 2.51 -0.07 0.42